A structure of composition C3H6N2O2, computed with ωB97M-V/def2-TZVPD.

Computed properties:
2S+1 = 1
ΔE to the lowest compared entry with this formula, charge and spin = 93.4 kcal per mole
Kohn-Sham gap = 10.01 eV

Each line ends with the Löwdin charge.
Element x y z (Å)
O (1.7614, -0.8676, 0.4777)  -0.0529
O (-1.7708, 0.1672, 0.9587)  0.0511
N (0.6565, 0.9586, -0.3514)  0.0804
N (-1.3443, -0.4099, -1.2553)  0.1472
C (-0.8694, -0.0253, -0.0185)  -0.4812
C (-0.5029, -0.6791, 1.2032)  0.0090
C (1.7648, 0.2700, 0.0093)  -0.4195
H (-0.6315, -1.7398, 1.4004)  0.1311
H (2.7460, 0.7843, -0.1110)  0.1245
H (0.1439, -0.1084, 1.8531)  0.1115
H (0.8876, 1.8880, -0.7173)  0.0974
H (-2.2224, 0.0339, -1.5091)  0.1090
H (-0.6188, -0.2719, -1.9397)  0.0924

Forces on atoms 1 to 6 (eV/Å):
O 0.5 0.3 -0.4
O 0.9 0.3 0.0
N -0.5 -0.4 0.5
N 0.3 0.0 0.0
C 1.2 0.6 -0.4
C -0.8 0.2 0.4

The molecule C19H23FN2O3S2, computed with ωB97M-V/def2-TZVPD.

Computed properties:
2S+1 = 1
ΔE to the lowest compared entry with this formula, charge and spin = 0.0 kcal per mole
Kohn-Sham gap = 8.95 eV
SMILES = Cc1ccc(CSCCNC(=O)CN(c2ccc(F)cc2)S(C)(=O)=O)cc1

Each line ends with the Löwdin charge.
Element x y z (Å)
S (-0.8095, -1.7885, 1.3851)  0.9069
S (-3.3857, 1.6760, 0.4420)  0.6527
F (2.8930, 3.2947, -0.0660)  0.0503
O (-4.4435, 0.7292, 0.1992)  -0.3120
O (-3.7507, 3.0584, 0.4723)  -0.2794
O (-1.3732, -1.5063, -2.2503)  0.0374
N (-2.2293, 1.3776, -0.7332)  -0.1664
N (-3.0415, -1.5276, -0.7257)  0.0587
C (1.6354, 2.8302, -0.2453)  -0.2709
C (-0.7055, 3.0214, 0.1579)  -0.0326
C (3.2524, -0.1339, 1.2618)  -0.0423
C (1.4360, 1.7036, -1.0185)  0.0062
C (4.0965, -0.2024, 0.1603)  -0.2956
C (0.5778, 3.5012, 0.3401)  0.0075
C (0.1539, 1.2147, -1.1809)  0.0125
C (-0.9291, 1.8637, -0.5875)  -0.2481
C (2.0739, -0.8544, 1.3008)  -0.0659
C (2.5395, -1.7274, -0.8734)  -0.0390
C (-2.5901, 0.5454, -1.8613)  -0.0764
C (-2.2586, -0.9359, -1.6407)  -0.4813
C (-2.8025, -2.8779, -0.2845)  -0.2216
C (5.3545, 0.6085, 0.1206)  -0.0448
C (-2.2048, -2.9342, 1.1223)  -0.4288
C (0.4395, -2.4674, 0.2367)  -0.3920
C (-2.5874, 1.2348, 1.9990)  -0.1050
C (1.7015, -1.6580, 0.2327)  -0.2988
C (3.7232, -1.0133, -0.9042)  -0.0548
H (4.3622, -1.0814, -1.7736)  0.1114
H (0.0085, 0.3251, -1.7699)  0.1032
H (2.2598, -2.3424, -1.7166)  0.1194
H (5.9672, 0.3399, -0.7363)  0.0754
H (-2.9413, -2.6224, 1.8631)  0.0713
H (-2.0638, 0.8978, -2.7523)  0.1439
H (-3.7354, -0.9596, -0.2484)  0.1009
H (0.6391, -3.4950, 0.5554)  0.0952
H (0.0018, -2.4711, -0.7624)  0.0576
H (-3.3861, 1.0651, 2.7105)  0.0744
H (0.7592, 4.3941, 0.9171)  0.1206
H (-3.6662, 0.6532, -2.0087)  0.1283
H (5.9354, 0.4601, 1.0292)  0.0815
H (-1.8707, -3.9458, 1.3537)  0.0766
H (5.1088, 1.6682, 0.0531)  0.0734
H (-3.7424, -3.4389, -0.2874)  0.1239
H (-2.1205, -3.3322, -1.0083)  0.1154
H (3.5220, 0.4947, 2.0979)  0.1181
H (1.4310, -0.7878, 2.1666)  0.0785
H (-1.9541, 2.0470, 2.3259)  0.0614
H (-2.0106, 0.3303, 1.8454)  -0.0170
H (-1.5449, 3.5617, 0.5628)  0.0952
H (2.2755, 1.2069, -1.4760)  0.1144

Forces on atoms 1 to 6 (eV/Å):
S 0.0 -0.3 -0.1
S 0.4 -0.1 0.3
F 0.0 0.0 0.0
O -0.1 -0.2 0.0
O 0.1 0.1 0.1
O 0.3 -0.1 -0.3

A cluster of 2 separate species, C5H12O2 in total, computed with ωB97M-V/def2-TZVPD.

Computed properties:
2S+1 = 1
ΔE to the lowest compared entry with this formula, charge and spin = 22.9 kcal per mole
Kohn-Sham gap = 9.51 eV
SMILES = CC/C=C(\C)O.O

Each line ends with the Löwdin charge.
Element x y z (Å)
O (-0.7257, 2.4567, 0.6730)  -0.0647
O (1.7160, 0.7163, -1.7107)  0.0288
C (-2.3533, -0.6034, 0.4378)  -0.1154
C (-0.1246, -0.2479, -0.6690)  -0.1029
C (1.1923, -0.0143, -0.6735)  -0.4069
C (-0.8990, -1.0658, 0.3343)  -0.2559
C (2.1892, -0.5469, 0.3154)  -0.0177
H (2.7232, -1.4039, -0.1118)  0.0943
H (2.6028, 1.0136, -1.4747)  0.0994
H (-2.3967, 0.4479, 0.7423)  0.0614
H (-0.8721, -2.1295, 0.0578)  0.1113
H (-1.0433, 2.8006, -0.1707)  0.0430
H (-2.9065, -1.2037, 1.1672)  0.0705
H (-2.8621, -0.7021, -0.5285)  0.0739
H (2.9351, 0.2138, 0.5783)  0.0858
H (-0.4324, -0.9970, 1.3255)  0.1020
H (1.7082, -0.8751, 1.2388)  0.0752
H (-0.6890, 0.1741, -1.5014)  0.1248
H (-0.2111, 1.6795, 0.4065)  -0.0067

Forces on atoms 1 to 6 (eV/Å):
O 0.0 0.1 -0.1
O 0.2 0.1 0.0
C -0.1 0.0 0.0
C 0.2 0.0 -0.1
C -0.3 -0.2 0.2
C 0.1 0.0 0.1

The molecule C4H7Cl2P, computed with ωB97M-V/def2-TZVPD.

Computed properties:
2S+1 = 1
ΔE to the lowest compared entry with this formula, charge and spin = 7.3 kcal per mole
Kohn-Sham gap = 10.02 eV
SMILES = C=C[C@@H](C)P(Cl)Cl

Each line ends with the Löwdin charge.
Element x y z (Å)
Cl (2.0516, -1.7344, -0.9440)  0.2438
Cl (2.1475, -1.4094, 2.0344)  0.1890
P (0.8356, -1.8286, 0.5896)  0.1285
C (0.1895, 1.1218, -1.8426)  0.0304
C (-1.1251, 0.1214, 1.2195)  -0.1586
C (0.0853, -0.1043, 0.3545)  -0.7156
C (-0.2707, 0.1312, -1.0330)  -0.3029
H (-1.4481, 1.1437, 0.9905)  0.0832
H (0.8420, 0.6070, 0.8231)  0.1045
H (-0.0558, 1.1913, -2.9060)  0.0609
H (-1.1817, -0.4582, -1.1501)  0.1078
H (-1.0626, -0.0562, 2.3914)  0.1217
H (0.9437, 1.7642, -1.4336)  0.0525
H (-1.9511, -0.4896, 0.9063)  0.0548

Forces on atoms 1 to 6 (eV/Å):
Cl 1.4 -0.3 -1.8
Cl 0.7 0.3 1.3
P -2.0 0.1 0.3
C -0.6 -2.1 0.7
C -1.0 0.0 2.2
C 2.2 0.9 2.7

A structure of composition C38H24F5FeN5O2Se, computed with ωB97M-V/def2-TZVPD.

Computed properties:
2S+1 = 5
Kohn-Sham gap (alpha / beta) = 4.88 / 4.93 eV

Each line ends with the Löwdin charge.
Element x y z (Å)
Se (2.7453, 0.5846, -0.8797)  1.0548
Fe (-0.7796, 0.1229, 1.4219)  0.6480
F (5.7478, 1.3418, -0.7309)  0.0856
F (4.5784, -0.8557, -5.5511)  0.1295
F (7.0859, -0.0124, -4.9863)  0.1410
F (2.6406, -0.6253, -3.7185)  0.1105
F (7.6657, 1.0700, -2.5749)  0.1243
O (-0.2449, 1.3667, 0.1871)  -0.1587
O (-1.2310, -1.4163, 2.7242)  -0.1842
N (-0.5498, -1.2631, -1.1286)  0.0761
N (-0.6004, -1.3161, 0.2094)  -0.0932
N (-2.6884, 0.4250, 0.9957)  0.0668
N (0.9665, 0.1597, 2.2601)  0.0383
N (-1.1238, 1.4639, 2.6798)  0.0018
C (-0.4130, 1.2099, -1.1225)  -0.3744
C (3.4344, 0.5645, 3.4466)  -0.0532
C (1.1607, 1.2196, 3.0986)  -0.1639
C (-0.5105, 1.0809, -3.9523)  -0.1842
C (-4.5024, 1.9598, 1.3362)  -0.0039
C (6.1277, 0.1106, -4.0737)  -0.1281
C (-4.7211, 0.1671, -0.2268)  -0.0421
C (-1.5788, -3.8393, 2.6814)  -0.0305
C (4.1105, 0.3756, -2.1498)  -0.4900
C (-1.2410, -2.6527, 2.0707)  -0.1946
C (-3.2135, 1.5173, 1.6263)  -0.1614
C (-0.3725, 2.3752, -1.9144)  -0.0290
C (-2.3066, 2.1518, 2.5688)  -0.1971
C (-3.4394, -0.2205, 0.0925)  -0.0695
C (-1.5717, -5.0150, 1.9315)  -0.0999
C (-0.5662, -0.1107, -3.1976)  -0.1093
C (4.8432, -0.3199, -4.3587)  -0.1390
C (-0.5204, -0.0628, -1.7442)  -0.2177
C (3.8538, -0.1936, -3.4027)  -0.2491
C (-0.4149, 2.3273, -3.2762)  -0.0401
C (-0.8881, -2.5796, 0.7145)  -0.2128
C (-0.5451, 1.0099, -5.3634)  -0.0480
C (6.4202, 0.6670, -2.8397)  -0.1431
C (1.9736, -0.7051, 2.0555)  -0.1522
C (5.4191, 0.7993, -1.9010)  -0.2604
C (-0.8968, -3.7641, -0.0208)  -0.0156
C (-1.4291, 3.8080, 4.0595)  -0.0654
C (-0.6861, -1.3830, -5.2569)  -0.0886
C (-0.1804, 3.1725, 4.0388)  -0.0088
C (2.4068, 1.4454, 3.6850)  -0.0009
C (-0.0359, 2.0142, 3.3133)  -0.2012
C (-0.6550, -1.3405, -3.8868)  -0.0354
C (-5.2590, 1.2848, 0.4068)  -0.0526
C (3.2111, -0.5472, 2.6326)  -0.0702
C (-2.4862, 3.3093, 3.2868)  -0.0127
C (-1.6778, -1.3657, 4.0746)  -0.0303
C (-1.2330, -4.9674, 0.5892)  -0.0952
C (-0.6294, -0.1928, -6.0080)  -0.0964
H (-1.5575, -0.3364, 4.3974)  0.0892
H (-4.8886, 2.8349, 1.8406)  0.1110
H (-1.2361, -5.8781, 0.0032)  0.1007
H (-1.5614, 4.7157, 4.6311)  0.0972
H (3.9901, -1.2716, 2.4392)  0.1092
H (1.7540, -1.5384, 1.3978)  0.1137
H (-1.0705, -2.0249, 4.6946)  0.1008
H (4.4083, 0.7287, 3.8905)  0.1116
H (-1.8585, -3.8701, 3.7255)  0.1037
H (-6.2580, 1.6242, 0.1640)  0.1112
H (-0.6374, -3.7102, -1.0682)  0.0967
H (-0.2808, 3.3220, -1.3927)  0.1173
H (-0.3690, 3.2420, -3.8566)  0.1073
H (2.5473, 2.3089, 4.3210)  0.1120
H (-0.6902, -2.2507, -3.3037)  0.0947
H (-0.5006, 1.9331, -5.9318)  0.1076
H (-3.4237, 3.8480, 3.2354)  0.1075
H (-2.7279, -1.6557, 4.1340)  0.1070
H (-5.2796, -0.3911, -0.9641)  0.1089
H (-2.9778, -1.0707, -0.3936)  0.1176
H (0.6610, 3.6039, 4.5658)  0.1093
H (-0.7539, -2.3373, -5.7656)  0.0969
H (-1.8384, -5.9510, 2.4047)  0.0984
H (-0.6506, -0.2307, -7.0902)  0.0964

Forces on atoms 1 to 6 (eV/Å):
Se 0.1 0.0 0.0
Fe 0.0 0.1 -0.6
F -0.1 0.0 0.0
F 0.0 0.0 0.1
F -0.1 0.0 0.0
F 0.0 0.0 0.1

no.,F_max (eV Å⁻¹)
1,1.37
2,1.18
3,0.45
4,3.62
5,0.84